[1]
DFT (ωB97M-V with the def2-TZVPD basis set) results for a molecular structure, C3H23O9Y in a non-equilibrium geometry.

HOMO-LUMO gap = 5.935 eV
ΔE to the lowest compared entry with this formula, charge and spin = 6.2869 eV
LUMO = -9.54 eV

```
! wB97M-V def2-TZVPD RIJCOSX def2/J DEFGRID3
* xyz 2 1
Y 0.227 -1.757 3.137
C 2.352 0.346 0.299
C 0.847 0.493 0.514
C 0.075 -0.065 -0.656
O 0.421 -0.111 1.723
H 2.588 -0.716 0.116
H 2.957 0.700 1.139
H 2.624 0.897 -0.598
H 0.680 1.579 0.545
H 0.284 0.475 -1.577
H -1.002 0.002 -0.484
H 0.270 -1.136 -0.776
O 0.557 -3.139 1.257
H -0.075 -3.068 0.509
H 1.053 -3.961 1.087
O 2.587 -1.720 2.575
H 2.869 -1.143 1.835
H 3.341 -2.304 2.769
O -2.202 3.468 -1.095
H -2.967 3.678 -1.646
H -1.673 2.876 -1.640
O -2.189 1.507 1.448
H -2.332 2.136 0.720
H -1.268 1.245 1.372
O 2.349 1.952 4.060
H 2.583 1.372 3.329
H 2.026 1.385 4.768
O -2.425 1.257 -3.524
H -1.648 1.674 -3.916
H -2.990 1.059 -4.282
O 0.626 -3.070 -2.360
H -0.075 -3.636 -2.709
H 0.651 -2.325 -2.974
O -3.857 -0.059 -1.296
H -3.050 0.418 -1.515
H -4.213 -0.309 -2.155
*
```

***

[2]
DFT (ωB97M-V with the def2-TZVPD basis set) results for a molecular structure, C14H39B2CuNO12V2 in a non-equilibrium geometry.

HOMO-LUMO gap (spin up / spin down) = 8.116 / 8.159 eV
ΔE to the lowest compared entry with this formula, charge and spin = 0.0000 eV
LUMO (spin up / spin down) = 2.20 / 2.20 eV

```
! wB97M-V def2-TZVPD RIJCOSX def2/J DEFGRID3
* xyz -1 3
O 0.462 -0.508 -3.508
V -0.361 -1.702 -2.864
O 1.701 -3.118 1.058
V 0.411 -3.469 0.178
Cu -0.422 1.748 -0.705
C -1.056 -1.235 -0.378
O -0.811 -0.272 -1.186
O -0.432 -1.392 0.737
O -1.147 -2.390 -0.982
C 1.509 -3.656 -2.387
O 1.165 -4.594 -1.542
O 0.644 -3.546 -3.419
O 1.618 -2.508 -1.849
B -0.371 -5.064 1.497
H -0.153 -4.137 2.162
H -1.056 -4.786 0.590
H 0.664 -5.408 1.096
H -0.777 -5.950 2.197
B -2.021 -1.657 -4.388
H -1.953 -2.614 -3.691
H -3.039 -1.889 -4.986
H -2.126 -0.706 -3.717
H -1.058 -1.761 -5.025
C -2.960 1.591 0.935
O -2.358 2.577 0.122
C -3.109 2.821 -1.047
C -2.285 3.710 -1.968
N -1.181 2.957 -2.569
C -0.070 3.826 -2.957
C 1.130 2.964 -3.272
O 1.843 2.685 -2.072
C 3.025 1.986 -2.411
H -2.940 0.600 0.472
H -4.014 1.831 1.138
H -2.467 1.562 1.904
H -4.042 3.334 -0.779
H -3.351 1.888 -1.575
H -1.883 4.487 -1.315
H -2.965 4.180 -2.689
H -1.472 2.369 -3.340
H 0.216 4.485 -2.141
H -0.292 4.391 -3.871
H 1.830 3.507 -3.922
H 0.829 2.037 -3.772
H 3.516 1.668 -1.501
H 3.751 2.599 -2.963
H 2.819 1.094 -3.013
C 2.310 2.217 2.789
C 1.922 1.616 1.442
C 2.567 0.261 1.168
O 0.498 1.473 1.385
H 1.833 3.196 2.910
H 3.374 2.461 2.876
H 2.010 1.593 3.634
H 2.206 2.383 0.720
H 3.654 0.386 1.137
H 2.278 -0.087 0.177
H 2.270 -0.462 1.926
H 0.251 0.709 1.944
C 0.842 -1.261 5.282
C 0.322 -1.616 3.905
C -0.921 -2.492 4.114
O -0.246 -0.409 3.291
H 0.989 -2.184 5.848
H 0.120 -0.648 5.818
H 1.826 -0.785 5.237
H 1.069 -2.028 3.227
H -0.739 -3.334 4.791
H -1.238 -2.963 3.189
H -1.702 -1.856 4.525
H -0.455 -0.701 2.379
*
```

***

[3]
DFT (ωB97M-V with the def2-TZVPD basis set) results for 2 unconnected molecules or ions with the total composition C3H10BrO6PSSi in a non-equilibrium geometry.

HOMO-LUMO gap = 4.083 eV
ΔE to the lowest compared entry with this formula, charge and spin = 0.7203 eV
LUMO = 3.99 eV

```
! wB97M-V def2-TZVPD RIJCOSX def2/J DEFGRID3
* xyz -2 1
C 2.822 0.528 0.109
C 1.927 1.010 1.260
C 0.875 2.046 0.897
Br 1.739 3.802 0.546
Si -0.359 1.494 -0.462
P -2.011 0.096 0.172
O -3.143 1.076 0.920
O -1.420 -0.952 1.222
H 2.785 -0.555 0.013
H 3.862 0.788 0.309
H 2.559 0.982 -0.843
H 1.414 0.177 1.747
H 2.573 1.454 2.021
H 0.276 2.232 1.787
H 0.396 0.836 -1.541
H -1.011 2.709 -1.033
H -3.028 1.984 0.633
H -1.253 -1.773 0.607
O -1.066 -2.895 -0.566
S -1.812 -3.600 -1.688
O -2.618 -4.704 -1.106
O -0.814 -4.130 -2.652
O -2.694 -2.605 -2.351
*
```

***

[4]
DFT (ωB97M-V with the def2-TZVPD basis set) results for a molecular structure, C26H24BF2N6O6PS2W.

HOMO-LUMO gap (spin up / spin down) = 5.328 / 5.066 eV
ΔE to the lowest compared entry with this formula, charge and spin = 0.7002 eV
LUMO (spin up / spin down) = 2.27 / 2.27 eV

```
! wB97M-V def2-TZVPD RIJCOSX def2/J DEFGRID3
* xyz -1 2
W 0.154 -0.005 0.338
O 1.706 1.046 1.379
N 1.340 1.995 2.241
C 2.165 3.055 2.353
C 1.919 4.038 3.271
C 0.791 3.917 4.091
C -0.047 2.842 3.938
C 0.208 1.852 2.977
S -0.796 0.504 2.662
H 2.992 3.051 1.657
H 2.587 4.882 3.330
H 0.569 4.676 4.829
H -0.941 2.732 4.532
O 1.117 -0.741 -1.631
C 0.004 -1.142 -2.046
N -1.052 -1.033 -1.221
C -2.145 -1.672 -1.770
O -3.223 -1.887 -1.253
C -1.723 -2.135 -3.145
C -2.421 -2.802 -4.126
C -1.731 -3.120 -5.296
C -0.390 -2.783 -5.460
C 0.318 -2.116 -4.461
C -0.374 -1.799 -3.311
H -3.460 -3.064 -3.989
H -2.247 -3.639 -6.094
H 0.113 -3.045 -6.382
H 1.360 -1.857 -4.582
O 3.437 4.767 -0.151
S 2.778 4.302 -1.345
O 3.526 4.299 -2.570
N 2.110 2.821 -1.078
C 0.815 2.887 -1.139
O 0.026 1.858 -1.038
C 0.231 4.227 -1.430
C -1.099 4.592 -1.596
C -1.364 5.920 -1.895
C -0.337 6.856 -2.019
C 0.995 6.486 -1.857
C 1.244 5.163 -1.567
H -1.890 3.865 -1.489
H -2.389 6.237 -2.027
H -0.580 7.884 -2.252
H 1.798 7.202 -1.957
F -2.364 1.664 -0.764
B -1.207 1.696 -0.015
F -1.202 2.842 0.775
C -0.663 -4.365 3.431
N 0.760 -4.133 3.189
C 1.194 -5.038 2.130
N 0.423 -4.943 0.895
C -0.988 -5.143 1.219
N -1.506 -4.245 2.246
C -1.553 -2.863 1.765
P 0.112 -2.216 1.292
C 1.012 -2.737 2.824
C 0.634 -3.650 0.240
H -1.013 -3.660 4.188
H -0.772 -5.382 3.821
H 1.099 -6.063 2.504
H 2.247 -4.847 1.907
H -1.104 -6.171 1.580
H -1.583 -5.022 0.311
H -1.964 -2.218 2.547
H -2.219 -2.786 0.898
H 0.710 -2.077 3.643
H 2.087 -2.591 2.671
H 1.693 -3.542 -0.018
H 0.072 -3.628 -0.700
*
```

***

[5]
DFT (ωB97M-V with the def2-TZVPD basis set) results for 3 unconnected molecules or ions with the total composition C14H34BF4O8P2 in a non-equilibrium geometry.

HOMO-LUMO gap = 5.555 eV
LUMO = 0.42 eV

```
! wB97M-V def2-TZVPD RIJCOSX def2/J DEFGRID3
* xyz -1 1
B -2.798 1.138 0.786
C -4.169 2.105 0.787
F -4.200 2.935 2.048
F -4.087 2.957 -0.430
C -5.510 1.149 0.855
F -5.184 0.069 1.857
F -5.903 0.550 -0.446
H -2.603 0.637 1.836
H -1.886 1.819 0.481
H -2.899 0.272 -0.027
H -6.422 1.772 1.289
O 0.727 2.887 0.862
P 1.807 3.941 1.209
O 1.680 4.748 -0.234
C 0.564 5.590 -0.436
C 0.804 6.944 0.195
O 3.058 2.946 0.735
C 3.048 1.576 1.115
C 2.775 0.719 -0.105
O 3.013 5.118 1.597
C 4.183 4.755 2.309
C 5.370 4.822 1.364
H -0.345 5.127 -0.041
H 0.436 5.706 -1.517
H 0.848 6.860 1.287
H 0.002 7.641 -0.064
H 1.760 7.364 -0.134
H 2.320 1.386 1.911
H 4.036 1.337 1.519
H 1.821 0.980 -0.571
H 2.759 -0.343 0.158
H 3.549 0.880 -0.865
H 4.083 3.769 2.776
H 4.320 5.483 3.115
H 5.262 4.116 0.531
H 6.304 4.597 1.884
H 5.446 5.817 0.914
O -0.801 -2.553 -0.188
P -0.552 -3.709 -1.186
O -2.130 -3.801 -1.687
C -2.612 -2.809 -2.570
C -2.236 -3.143 -3.996
O -0.684 -4.878 -0.004
C -0.046 -4.681 1.251
C -1.098 -4.421 2.312
O -0.273 -5.002 -2.302
C 0.618 -6.056 -1.986
C -0.188 -7.322 -1.748
H -2.235 -1.821 -2.283
H -3.703 -2.789 -2.472
H -1.151 -3.082 -4.135
H -2.712 -2.450 -4.696
H -2.536 -4.165 -4.250
H 0.688 -3.869 1.206
H 0.501 -5.597 1.492
H -1.706 -3.546 2.066
H -0.635 -4.263 3.291
H -1.786 -5.271 2.383
H 1.256 -5.806 -1.131
H 1.276 -6.204 -2.849
H -0.873 -7.208 -0.899
H 0.465 -8.176 -1.549
H -0.813 -7.548 -2.618
*
```

***

[6]
DFT (ωB97M-V with the def2-TZVPD basis set) results for a molecular structure, C5H11AsClMnO3S4Sb in a non-equilibrium geometry.

HOMO-LUMO gap (spin up / spin down) = 5.537 / 5.938 eV
ΔE to the lowest compared entry with this formula, charge and spin = 0.5457 eV
LUMO (spin up / spin down) = 4.44 / 4.44 eV

```
! wB97M-V def2-TZVPD RIJCOSX def2/J DEFGRID3
* xyz -2 6
Mn -0.982 1.461 0.880
S -3.062 1.177 -3.818
Sb -2.807 2.370 -1.889
S -0.474 2.262 -1.358
S -3.290 1.158 0.369
S -3.462 4.537 -1.917
C 1.919 -0.186 -1.406
As 0.317 -1.015 -0.735
C -1.153 -1.104 -1.954
C 0.910 -2.854 -0.527
O -0.100 -0.524 0.794
H 2.237 -0.712 -2.307
H 2.669 -0.291 -0.622
H 1.723 0.862 -1.617
H -1.390 -2.153 -2.137
H -0.953 -0.566 -2.877
H -1.985 -0.607 -1.450
H 1.221 -3.270 -1.486
H 0.082 -3.438 -0.126
H 1.741 -2.877 0.176
Cl 3.013 0.551 3.769
C 1.224 0.424 3.826
C 0.467 1.405 2.933
O -0.772 1.445 3.170
O 1.032 1.969 1.978
H 0.920 0.542 4.861
H 0.958 -0.568 3.470
*
```

***

[7]
DFT (ωB97M-V with the def2-TZVPD basis set) results for 9 unconnected molecules or ions with the total composition C24H26Cl36F13I2N2O5P3S2 in a non-equilibrium geometry.

HOMO-LUMO gap = 7.861 eV
LUMO = -0.24 eV

```
! wB97M-V def2-TZVPD RIJCOSX def2/J DEFGRID3
* xyz 0 1
C -1.910 3.986 -0.893
C -1.096 2.863 -0.206
I -0.680 3.577 1.809
C 0.194 2.604 -1.026
I 1.687 4.103 -0.561
C 0.864 1.201 -1.101
C 1.042 0.361 0.164
O -0.176 0.380 0.898
C -0.313 -0.259 2.133
C -0.115 -1.789 2.137
C 0.471 -2.293 3.462
C -0.428 -2.101 4.677
O -0.293 -0.775 5.214
P -2.086 0.166 2.623
S -3.218 1.019 1.261
P 2.719 0.722 0.991
O 3.142 -0.744 1.642
O 2.298 1.608 2.300
N 0.456 0.325 -2.241
C 0.933 0.871 -3.526
C 2.186 0.148 -4.059
C 3.381 1.076 -4.123
F 3.069 2.196 -4.826
F 3.693 1.467 -2.855
C 4.620 0.406 -4.752
F 5.052 -0.585 -3.963
F 4.209 -0.154 -5.916
C 5.829 1.320 -5.183
F 5.422 2.030 -6.244
F 6.785 0.466 -5.588
C 6.359 2.263 -4.070
F 6.417 1.548 -2.945
F 5.502 3.259 -3.906
S 8.099 2.998 -4.343
F 7.956 2.833 -5.908
F 8.717 1.553 -4.204
F 8.249 3.206 -2.777
F 7.521 4.466 -4.452
F 9.547 3.573 -4.555
P -1.150 -0.316 -2.451
N -2.236 1.009 -2.702
O -1.522 -0.734 -0.924
H -2.798 3.597 -1.391
H -1.280 4.524 -1.603
H -2.236 4.734 -0.177
H -1.682 1.973 -0.010
H -0.034 2.880 -2.051
H 1.890 1.459 -1.380
H 1.215 -0.655 -0.224
H 0.292 0.170 2.937
H 0.545 -2.129 1.340
H -1.074 -2.296 2.000
H 0.660 -3.365 3.364
H 1.412 -1.785 3.670
H -0.166 -2.814 5.463
H -1.483 -2.269 4.458
H 0.285 -0.807 5.981
H -2.682 -1.037 3.027
H -1.964 1.018 3.727
H 2.869 -1.481 1.081
H 3.093 1.732 2.838
H 1.094 1.947 -3.444
H 0.142 0.744 -4.270
H 2.410 -0.677 -3.386
H 1.974 -0.266 -5.041
H -2.696 1.325 -1.853
H -1.799 1.782 -3.182
H -2.375 -0.397 -0.612
C 8.615 -0.741 -8.945
Cl 7.085 -1.433 -9.494
Cl 9.639 -0.394 -10.343
Cl 8.298 0.746 -8.053
Cl 9.435 -1.895 -7.887
C -3.089 5.498 -5.086
Cl -1.458 5.850 -4.488
Cl -3.728 6.948 -5.864
Cl -3.025 4.179 -6.254
Cl -4.122 5.034 -3.730
C -3.366 -4.197 0.918
Cl -3.661 -4.231 2.663
Cl -4.887 -3.886 0.074
Cl -2.219 -2.919 0.536
Cl -2.720 -5.764 0.405
C -5.846 3.338 -0.156
Cl -7.113 2.448 0.692
Cl -4.779 4.121 1.003
Cl -4.924 2.183 -1.136
Cl -6.586 4.558 -1.203
C -3.965 -5.019 5.769
Cl -3.897 -4.613 7.483
Cl -5.591 -5.542 5.337
Cl -3.535 -3.589 4.817
Cl -2.805 -6.309 5.406
C -5.521 -9.113 8.335
Cl -5.900 -8.318 9.867
Cl -6.966 -9.147 7.318
Cl -4.247 -8.214 7.506
Cl -4.978 -10.763 8.646
C -5.280 4.061 5.331
Cl -5.219 5.826 5.259
Cl -6.249 3.454 3.990
Cl -3.642 3.413 5.202
Cl -5.999 3.559 6.865
C -4.739 -14.048 11.590
Cl -6.369 -14.206 10.930
Cl -3.617 -13.639 10.287
Cl -4.717 -12.768 12.805
Cl -4.249 -15.574 12.329
C 1.824 8.672 -5.802
Cl 0.143 8.270 -6.158
Cl 1.880 9.990 -4.628
Cl 2.632 7.249 -5.126
Cl 2.646 9.165 -7.284
*
```

***

[8]
DFT (ωB97M-V with the def2-TZVPD basis set) results for a molecular structure, C5H11N2O in a non-equilibrium geometry.

HOMO-LUMO gap = 4.911 eV
ΔE to the lowest compared entry with this formula, charge and spin = 8.9879 eV
LUMO = -7.15 eV

```
! wB97M-V def2-TZVPD RIJCOSX def2/J DEFGRID3
* xyz 1 1
O 0.412 -0.881 4.138
C 0.017 -1.133 2.875
C -0.767 -0.139 2.420
C 0.918 -0.422 -1.840
C 0.319 0.529 -2.648
C 0.800 0.584 -3.933
N -0.727 1.293 -2.219
N -1.008 0.342 0.764
H -0.302 -2.156 2.674
H -1.097 0.723 2.956
H 1.768 -0.990 -2.207
H 0.397 -1.006 -1.093
H 0.203 1.092 -4.682
H 1.675 -0.003 -4.171
H -1.002 1.202 -1.253
H -0.756 2.140 -2.759
H -1.387 -0.604 0.667
H -0.118 0.337 1.299
H 0.631 -1.707 4.584
*
```